(1)
Density functional theory data (ωB97M-V with the def2-TZVPD basis set) for a cluster of 2 separate species, C4H4BrCl2F4NO6PS2 in total.

Computed properties:
LUMO level: 1.94 eV
highest occupied orbital energy: -0.2161 Eh
charge: -1
Kohn-Sham gap: 7.824 eV
multiplicity: 1

Last column: natural (NBO) charge in e.
CARTESIAN COORDINATES (ANGSTROEM)
C 1.7430 -0.6032 1.3935  -0.671
C 1.4630 -1.3128 0.0768  0.061
Cl 2.7641 -1.3032 -1.0845  0.057
C 0.3181 -1.9162 -0.1750  0.051
Cl 0.0849 -2.7290 -1.7284  0.006
N -0.7197 -1.9481 0.7747  -1.033
P -2.1910 -1.0540 0.4154  1.263
O -1.7592 0.5209 0.5412  -0.937
Br -3.6640 -1.3090 2.1337  -0.268
S -0.5428 -2.8427 2.1542  2.533
O 0.6688 -3.5683 2.0743  -0.922
O -0.6256 -2.0494 3.3238  -0.908
F -1.6985 -3.9374 2.2541  -0.467
H 0.9187 0.0976 1.6140  0.247
H 1.7529 -1.3176 2.2339  0.238
H 2.6880 -0.0526 1.3318  0.247
H -1.7973 0.7628 1.4854  0.497
C -0.3719 3.5362 -2.9326  0.679
F -1.7046 3.3479 -2.8236  -0.336
F -0.0431 3.2228 -4.2034  -0.335
F -0.1597 4.8623 -2.7972  -0.336
S 0.5796 2.5441 -1.6967  2.345
O 0.2318 1.1665 -1.9906  -1.010
O 0.1007 3.0107 -0.4104  -1.005
O 1.9638 2.8717 -1.9643  -0.996



(2)
Density functional theory data (ωB97M-V with the def2-TZVPD basis set) for a structure of composition C62H94HfN2O4Se.

Computed properties:
LUMO level: 0.33 eV
highest occupied orbital energy: -0.2815 Eh
charge: 0
Kohn-Sham gap: 7.992 eV
multiplicity: 1

Last column: Mulliken charge in e.
CARTESIAN COORDINATES (ANGSTROEM)
Hf -0.5969 -0.1698 0.0435  1.216
C -1.8719 -3.2790 1.0346  -0.721
N -2.1696 -2.1191 0.1726  0.772
C -3.5247 -1.6807 0.5787  -0.356
C -2.2028 -2.5254 -1.2442  0.644
C -0.8421 -3.0154 -1.6896  -1.902
N 0.2321 -2.0715 -1.2822  0.477
C 0.9418 -1.5854 -2.5015  -1.233
C 0.0839 -0.7033 -3.3560  -0.213
C -0.3882 -1.1097 -4.5945  -0.418
C -1.0885 -0.2261 -5.4061  -0.140
C -1.1825 1.0866 -4.9584  -0.270
C -0.6948 1.5533 -3.7410  -0.148
C -0.1455 0.5953 -2.8651  0.275
O 0.2180 0.8384 -1.6007  -0.215
C -0.7428 3.0715 -3.5023  2.624
C -2.1976 3.5586 -3.4678  -1.807
C -0.0710 3.5300 -2.2075  -2.685
C -0.0023 3.7650 -4.6609  -1.933
C -1.7137 -0.6236 -6.7407  1.994
C -3.2278 -0.3721 -6.6786  -1.579
C -1.4873 -2.1007 -7.0629  -2.157
C -1.1046 0.2132 -7.8758  -1.730
C 1.2054 -2.7689 -0.3644  -0.654
C 2.5149 -2.0697 -0.1600  -0.480
C 3.7108 -2.6641 -0.5262  -0.394
C 4.9261 -2.0415 -0.2751  -1.026
C 4.8820 -0.7973 0.3508  -0.038
C 3.7048 -0.1553 0.7239  -1.166
C 2.4920 -0.8163 0.4603  0.581
O 1.3052 -0.3059 0.7887  0.944
C 3.7207 1.2257 1.3850  2.882
C 3.0820 2.2532 0.4357  -1.443
C 2.9678 1.1872 2.7283  -1.456
C 5.1458 1.7001 1.6771  -2.641
C 6.2319 -2.7207 -0.6873  2.121
C 6.2412 -2.9328 -2.2075  -1.660
C 6.3471 -4.0824 0.0136  -1.640
C 7.4617 -1.8902 -0.3140  -2.132
H -2.6681 -4.0257 0.9344  0.540
H -1.8219 -2.9485 2.0662  -0.206
H -0.9336 -3.7560 0.7785  0.280
H -4.2149 -2.5291 0.5172  0.606
H -3.8681 -0.8770 -0.0566  -0.189
H -3.4866 -1.3184 1.6031  -0.300
H -2.4741 -1.6516 -1.8382  -0.928
H -2.9633 -3.2990 -1.4091  0.867
H -0.8573 -3.1081 -2.7757  0.598
H -0.6368 -4.0077 -1.2883  0.566
H 1.3003 -2.4485 -3.0732  0.578
H 1.8080 -1.0192 -2.1664  0.495
H -0.1842 -2.1236 -4.9212  0.594
H -1.6671 1.8056 -5.6093  0.372
H -2.7215 3.1266 -2.6132  0.079
H -2.7380 3.2913 -4.3787  0.304
H -2.2263 4.6470 -3.3634  0.608
H -0.6251 3.1835 -1.3403  0.370
H -0.0594 4.6226 -2.1838  0.522
H 0.9534 3.1651 -2.1253  0.302
H -0.4654 3.5617 -5.6276  0.298
H 1.0358 3.4275 -4.7049  0.401
H -0.0046 4.8468 -4.5084  0.507
H -3.6825 -0.9698 -5.8846  0.286
H -3.6982 -0.6416 -7.6280  0.500
H -3.4492 0.6775 -6.4755  0.309
H -1.9213 -2.7489 -6.2978  0.360
H -0.4238 -2.3327 -7.1550  0.392
H -1.9642 -2.3417 -8.0150  0.436
H -1.2757 1.2801 -7.7233  0.289
H -1.5490 -0.0650 -8.8351  0.473
H -0.0264 0.0501 -7.9352  0.360
H 1.3935 -3.7755 -0.7497  0.693
H 0.7157 -2.8660 0.6057  -0.153
H 3.6823 -3.6371 -1.0083  0.554
H 5.8154 -0.2942 0.5509  0.724
H 2.0868 1.9514 0.1207  -0.148
H 3.6963 2.3697 -0.4611  0.333
H 3.0113 3.2267 0.9300  0.555
H 1.9310 0.8851 2.6021  -0.106
H 2.9846 2.1769 3.1942  0.500
H 3.4510 0.4832 3.4110  0.410
H 5.7372 1.7995 0.7640  0.475
H 5.6653 1.0233 2.3601  0.456
H 5.0996 2.6827 2.1511  0.455
H 5.4056 -3.5567 -2.5305  0.324
H 7.1679 -3.4241 -2.5158  0.454
H 6.1679 -1.9756 -2.7281  0.365
H 5.5177 -4.7417 -0.2495  0.306
H 6.3453 -3.9535 1.0980  0.371
H 7.2767 -4.5804 -0.2736  0.453
H 7.4599 -0.9193 -0.8139  0.390
H 8.3643 -2.4219 -0.6220  0.433
H 7.5210 -1.7262 0.7642  0.393
C -1.4524 4.3237 6.3868  -1.655
C -0.3274 3.2784 6.4184  2.244
C -0.3390 2.6066 7.7925  -2.225
C 1.0255 3.9844 6.2386  -1.645
C -0.5303 2.2769 5.2826  -0.758
C -0.5837 2.7192 3.9714  -0.780
C -0.7807 1.8220 2.9400  0.546
Se -0.6658 2.4238 1.1322  0.360
C -2.5026 2.6934 0.6436  0.355
C -3.1472 3.8222 1.1003  -0.863
C -4.4522 4.0881 0.7076  -0.445
C -5.0070 3.2139 -0.2158  -0.599
C -4.3686 2.0895 -0.7473  0.327
C -3.0895 1.7690 -0.2460  -0.177
O -2.4159 0.6592 -0.5454  -0.263
C -5.1509 1.3124 -1.8275  2.876
C -4.3053 0.3384 -2.6586  -2.122
C -6.2940 0.5308 -1.1629  -1.728
C -5.7677 2.2999 -2.8374  -1.678
C -5.1836 5.3093 1.2603  1.856
C -4.4134 6.5815 0.8795  -1.598
C -6.6066 5.4303 0.7111  -2.195
C -5.2642 5.2034 2.7904  -1.622
C -0.9219 0.4384 3.1349  -0.257
O -1.1320 -0.3530 2.0854  -1.000
C -0.8202 -0.0300 4.4637  -0.113
C -0.6374 0.9021 5.4821  -0.262
C -0.9041 -1.5239 4.7840  2.578
C -0.6383 -1.8238 6.2622  -2.449
C 0.1579 -2.2895 3.9759  -1.556
C -2.3268 -2.0135 4.4686  -1.624
H -1.3154 5.0509 7.1910  0.484
H -2.4254 3.8449 6.5162  0.344
H -1.4666 4.8681 5.4401  0.318
H -0.2132 3.3663 8.5667  0.447
H 0.4762 1.8872 7.8968  0.383
H -1.2843 2.0917 7.9788  0.390
H 1.1865 4.7097 7.0405  0.455
H 1.0722 4.5168 5.2864  0.318
H 1.8420 3.2592 6.2590  0.324
H -0.4622 3.7700 3.7314  0.524
H -2.6198 4.4883 1.7746  0.531
H -6.0097 3.4180 -0.5593  0.491
H -4.0511 -0.5495 -2.0902  0.058
H -3.3819 0.7965 -3.0165  0.037
H -4.8872 0.0157 -3.5263  0.921
H -5.9107 -0.1907 -0.4387  0.196
H -6.8674 -0.0130 -1.9188  0.506
H -6.9738 1.2038 -0.6357  0.304
H -4.9899 2.8969 -3.3174  0.163
H -6.4902 2.9793 -2.3864  0.394
H -6.2929 1.7359 -3.6112  0.526
H -4.3475 6.6772 -0.2065  0.346
H -3.3975 6.5715 1.2792  0.312
H -4.9223 7.4646 1.2744  0.449
H -6.6107 5.5481 -0.3749  0.398
H -7.0858 6.3110 1.1436  0.450
H -7.2131 4.5594 0.9698  0.382
H -4.2709 5.1464 3.2416  0.304
H -5.8177 4.3084 3.0828  0.336
H -5.7749 6.0764 3.2049  0.445
H -0.5683 0.5303 6.4929  0.603
H 0.3522 -1.4840 6.5736  0.432
H -0.6834 -2.9041 6.4145  0.470
H -1.3852 -1.3656 6.9135  0.473
H 1.1563 -1.9699 4.2852  0.357
H 0.0667 -2.0959 2.9100  -0.032
H 0.0745 -3.3655 4.1569  0.507
H -2.6217 -1.7239 3.4624  0.131
H -3.0360 -1.5604 5.1655  0.399
H -2.3965 -3.1012 4.5693  0.401



(3)
Density functional theory data (ωB97M-V with the def2-TZVPD basis set) for a structure of composition C49H46I2NO5P2SiV.

Computed properties:
LUMO level (alpha / beta): -4.12 / -3.52 eV
highest occupied orbital energy (alpha / beta): -0.3899 / -0.3928 Eh
charge: +1
Kohn-Sham gap (alpha / beta): 6.488 / 7.166 eV
multiplicity: 2

Last column: Mulliken charge in e.
CARTESIAN COORDINATES (ANGSTROEM)
V 0.3086 -0.3770 0.7667  -0.145
I 0.9176 -5.0432 -4.7212  0.049
C -0.5308 -3.8261 -3.8641  -0.143
I -1.3632 -4.3598 -1.9505  0.085
H -1.3488 -3.8329 -4.5485  0.653
H -0.1347 -2.8203 -3.8548  -0.551
O -0.8306 -0.8978 -2.7955  -0.717
C -0.7415 -0.0990 -1.8758  -0.138
O -1.0176 -0.4071 -0.5957  0.426
C -0.7658 1.3988 -2.1277  0.773
C -1.1763 1.8047 -3.3787  -0.541
C -1.5737 3.1267 -3.6407  -0.940
C -1.3927 4.0938 -2.6525  -0.834
C -0.8271 3.7379 -1.4483  -0.349
C -0.6007 2.3932 -1.1537  -0.539
P 0.0115 2.0794 0.4883  2.864
C -1.2157 2.8722 1.5721  0.206
C -1.0601 3.6681 2.6359  -0.096
C -2.1878 4.0415 3.3938  -0.631
C -3.4455 3.4315 3.1330  -0.643
C -3.5782 2.4577 2.1741  -0.486
C -2.4678 2.2690 1.3064  -0.738
C 1.5315 3.0173 0.7783  1.182
C 2.3222 3.4566 -0.3218  -0.895
C 3.4239 4.2578 -0.0430  -0.988
C 3.9221 4.4347 1.2237  -0.577
C 3.2284 3.8708 2.2782  -1.037
C 2.0736 3.1601 2.0742  -0.990
H -1.3658 1.1365 -4.1368  0.911
H -1.9446 3.4117 -4.6330  0.414
H -1.6632 5.1411 -2.7103  0.459
H -0.6531 4.5486 -0.6935  0.324
H -0.0832 4.1118 2.7826  0.604
H -2.0640 4.7687 4.2792  0.312
H -4.2609 3.7527 3.7162  0.481
H -4.4336 1.8325 1.9669  0.521
H -2.4987 1.6159 0.4056  0.008
H 2.0199 3.2850 -1.3379  0.371
H 3.9624 4.7431 -0.8184  0.479
H 4.8132 5.0672 1.3445  0.412
H 3.5387 3.8843 3.3054  0.473
H 1.5306 2.7649 2.7963  0.864
O 0.5771 0.6182 4.7064  -0.666
C -0.0832 0.1575 3.7693  0.253
O 0.4790 -0.1289 2.5677  -0.212
C -1.6043 -0.0864 3.9366  -0.392
P -2.1163 -1.1755 2.5546  1.518
C -3.8352 -0.9500 2.0271  0.430
C -3.9668 -0.6964 0.6841  -0.200
C -5.2705 -0.5246 0.0941  -0.968
C -6.3902 -0.6377 0.9573  -0.635
C -6.2119 -0.9165 2.2914  -0.562
C -4.9412 -1.0490 2.8755  -0.265
C -1.9312 -2.8296 3.1975  0.877
C -2.8543 -3.8800 2.9943  -1.174
C -2.7029 -5.1434 3.6097  -0.647
C -1.5982 -5.4433 4.3909  -0.763
C -0.6737 -4.4227 4.5535  -0.368
C -0.8749 -3.1619 4.0289  -1.003
H -2.2066 0.8571 3.7159  0.051
H -1.9081 -0.3472 4.9231  0.694
H -3.1889 -0.5264 0.0902  0.034
H -5.3712 -0.2452 -0.9284  0.532
H -7.3849 -0.5073 0.6196  0.463
H -7.1292 -1.0603 2.9594  0.312
H -4.8491 -1.3315 3.9446  0.410
H -3.7087 -3.6561 2.4095  0.567
H -3.4385 -5.8832 3.3217  0.396
H -1.6236 -6.3694 4.9559  0.404
H 0.2245 -4.5697 5.2150  0.373
H -0.1339 -2.4154 4.2891  0.314
C 3.9354 -2.8447 0.8737  -1.150
Si 2.2292 -2.4656 0.1948  -0.175
C 0.7408 -3.1725 1.0523  -1.194
C 2.0382 -2.8793 -1.5405  -0.286
N 1.9604 -0.7666 0.1083  1.980
C 2.8489 0.1257 -0.4882  -0.532
C 3.7705 0.7878 0.3179  -0.080
C 4.8423 1.4045 -0.3491  -0.991
C 5.0182 1.4893 -1.7023  -1.289
C 3.9813 1.0003 -2.5252  -1.150
C 2.9645 0.2743 -1.8584  0.132
O 2.0054 -0.2528 -2.6422  1.111
C 1.9882 -0.2418 -4.0437  -0.943
C 1.4054 0.7585 -4.7347  0.324
C 1.2538 0.7750 -6.1477  -0.975
C 1.6529 -0.3530 -6.7632  -0.557
C 2.4527 -1.2618 -6.0773  -0.666
C 2.6062 -1.2723 -4.6884  -0.186
H 4.0379 -3.5415 1.7518  0.366
H 4.2572 -1.8342 1.2275  0.289
H 4.5323 -3.0251 -0.0300  0.324
H 0.6591 -4.1650 0.7735  0.826
H -0.1331 -2.6652 0.6643  0.109
H 0.5886 -3.0981 2.1051  0.053
H 1.5947 -3.8132 -1.7076  0.575
H 3.0764 -2.9576 -1.9461  0.247
H 1.5187 -2.0897 -2.0442  -0.378
H 3.6907 0.9737 1.4007  0.739
H 5.6774 1.8559 0.2043  0.383
H 5.9456 1.8959 -2.1574  0.383
H 4.0024 1.1409 -3.5391  0.839
H 1.1406 1.6994 -4.1864  0.522
H 0.6349 1.5352 -6.5706  0.461
H 1.6251 -0.4848 -7.8748  0.343
H 2.8719 -2.0430 -6.7640  0.323
H 2.9240 -2.1366 -4.1665  0.555



(4)
Density functional theory data (ωB97M-V with the def2-TZVPD basis set) for a cluster of 2 separate species, C2H10N in total.

Computed properties:
LUMO level (alpha / beta): 1.29 / 0.75 eV
highest occupied orbital energy (alpha / beta): -0.1469 / -0.4524 Eh
charge: 0
Kohn-Sham gap (alpha / beta): 5.283 / 13.056 eV
multiplicity: 2

Last column: natural (NBO) charge in e.
CARTESIAN COORDINATES (ANGSTROEM)
N 1.7723 -0.8160 0.2684  -1.353
H 1.2405 -0.1991 -0.3512  0.394
H 2.6605 -1.0621 -0.1979  0.341
H 1.1638 -1.6437 0.4732  0.324
H 1.9261 -0.3713 1.2066  0.328
C -1.4260 -0.0744 -0.5745  -0.620
C -0.7362 1.0226 0.2403  -0.623
H -0.8044 -0.9635 -0.5344  0.185
H -2.4915 -0.2275 -0.2210  0.219
H -1.5204 0.2950 -1.6000  0.207
H -0.9011 0.9075 1.3259  0.211
H -1.1857 1.9656 -0.0920  0.212
H 0.3022 1.1667 0.0567  0.176



no.,maximum force (Eh/bohr)
1,0.0523
2,0.0079
3,0.1052
4,0.0393